[1]
Here is 5 unconnected molecules or ions with the total composition C36H80ClN4 from OMol25. Energies are from wB97M-V/def2-TZVPD.

```
121
Properties=species:S:1:pos:R:3
C -6.513 -5.520 -32.229
H -0.037 -7.518 -26.302
H -0.668 -0.339 -24.206
C -1.822 -11.438 -31.647
H 3.692 -10.842 -28.134
H -6.633 -5.625 -31.151
Cl 0.437 -6.277 -29.056
H 3.488 -8.811 -33.428
H 0.305 -10.726 -28.125
H 5.129 -10.594 -29.048
C 3.779 -5.017 -23.915
H -1.311 -12.106 -27.588
H -1.858 -6.516 -30.758
C -5.983 -2.398 -31.903
H 6.357 -8.171 -28.609
H -1.416 -10.576 -32.176
H -4.164 -5.946 -30.967
H -2.434 -5.587 -33.575
H -2.178 -7.526 -25.457
C 0.730 -1.910 -23.532
C 3.282 -6.320 -24.591
H -0.185 -3.656 -24.263
H -2.293 -7.983 -27.902
H -7.049 -2.561 -31.741
C -1.944 -11.350 -27.123
C 4.708 -8.961 -27.542
H -3.905 -4.103 -33.852
H 6.148 -9.086 -30.576
C -5.070 -3.642 -31.518
H -2.233 -12.102 -29.757
H 5.322 -9.409 -26.760
H -0.594 -6.346 -31.995
C -4.958 -4.372 -33.930
C 3.449 -9.520 -29.779
C -0.281 -8.416 -25.734
H 5.030 -9.689 -31.880
H -3.998 -3.446 -31.479
N -5.167 -4.839 -32.459
H -4.432 -6.833 -32.442
C -2.026 -10.026 -29.414
H -1.918 -7.562 -32.160
C 5.353 -8.838 -31.280
H 5.221 -6.598 -30.045
H 5.707 -6.972 -27.641
H 0.920 -4.750 -26.585
H -2.270 -9.282 -25.255
H 1.355 -8.721 -34.477
H -1.673 -9.030 -29.680
C -1.649 -6.560 -31.827
C 0.431 -9.606 -26.328
C 3.145 -7.769 -31.537
H 4.111 -7.017 -24.717
C -5.961 -3.249 -34.285
H 0.268 -2.530 -25.574
H 4.613 -4.488 -24.376
C -0.480 -0.988 -23.352
H 0.163 -8.954 -28.421
H 0.378 -10.558 -25.800
H 3.346 -2.237 -25.316
C -1.552 -11.361 -30.176
H 2.510 -9.184 -29.340
C -4.044 -5.893 -32.049
H -1.710 -11.134 -26.081
H -5.237 -3.995 -30.500
C -2.396 -8.815 -27.206
C 1.576 -8.047 -33.649
C 2.611 -4.047 -23.641
H -1.377 -1.577 -23.157
H 1.630 -1.317 -23.694
H -3.111 -9.921 -29.378
H 3.858 -8.623 -26.949
H 0.583 -8.005 -33.199
H -5.763 -2.963 -35.318
H 1.829 -7.046 -33.996
H -0.530 -11.722 -30.059
C -0.094 -9.781 -27.758
H -2.996 -11.494 -27.369
H 3.010 -3.070 -23.369
H -0.250 -0.280 -22.556
C 2.527 -6.125 -25.922
H 0.603 -5.498 -25.101
N -1.611 -10.013 -27.868
C 1.424 -5.060 -25.669
H 2.211 -2.464 -26.742
H -4.800 -1.634 -33.506
H -4.964 -5.161 -34.681
H 4.220 -5.127 -22.925
C -1.840 -8.482 -25.857
H 2.175 -7.103 -26.252
C 5.388 -7.800 -28.274
H 5.676 -7.949 -31.821
H 3.299 -10.361 -30.457
C 0.581 -2.972 -24.628
C -2.546 -5.527 -32.492
H 2.255 -7.471 -30.983
H -6.999 -3.557 -34.404
H -6.479 -1.280 -33.820
H -3.446 -9.107 -27.237
H -1.253 -12.286 -32.026
C 4.538 -7.218 -29.464
H 2.276 -9.579 -32.289
H 1.941 -4.452 -22.882
C 2.781 -2.931 -25.938
H 2.519 -6.763 -23.951
C 2.711 -8.659 -32.678
H -5.687 -1.482 -31.391
H 1.036 -2.318 -22.569
H -6.688 -6.420 -32.818
H 3.447 -3.690 -26.349
H -2.228 -4.496 -32.339
H 0.066 -8.281 -24.710
N 4.151 -8.336 -30.505
H 3.567 -6.838 -31.915
N 1.874 -3.745 -24.958
C 4.284 -10.062 -28.612
H -2.877 -11.501 -31.915
H 3.706 -6.587 -29.150
H 3.226 -5.960 -26.742
H 1.507 -9.434 -26.362
C -5.811 -2.022 -33.383
H -7.236 -4.781 -32.573
```

Properties
HOMO: -14.6 eV
LUMO: -5.555 eV
Charge: +3
Gap between HOMO and LUMO: 0.3321 hartree
Relative energy (zero: lowest compared OMol25 entry of this formula, charge and spin): 245.1 kJ/mol
Calculated total energy: -57088.7302 eV

=====

[2]
Here is 2 unconnected molecules or ions with the total composition C5H6F5O6S from OMol25. Energies are from wB97M-V/def2-TZVPD.

```
23
Properties=species:S:1:pos:R:3
O 1.590 1.269 1.179
C 1.884 2.186 0.279
F -3.822 -3.118 0.546
H 1.177 4.268 -1.150
C 1.644 4.447 -0.182
C -2.063 -1.760 -0.262
H 1.544 -0.433 -0.051
C -3.402 -2.477 -0.532
H 1.715 -0.703 1.681
H 3.107 -0.099 0.754
H 1.202 5.328 0.277
O 1.395 3.365 0.707
F -3.342 -3.320 -1.541
S -0.567 -2.859 -0.094
F -2.225 -1.049 0.870
O -0.342 -2.900 1.337
F -1.884 -0.886 -1.270
F -4.335 -1.553 -0.839
H 2.714 4.603 -0.314
O 0.442 -2.131 -0.853
O 2.496 2.033 -0.747
C 2.022 -0.071 0.854
O -0.950 -4.141 -0.649
```

Properties
HOMO: -5.9 eV
LUMO: 2.906 eV
Charge: -1
Gap between HOMO and LUMO: 0.3233 hartree
Calculated total energy: -41992.6311 eV

=====

[3]
Here is 2 unconnected molecules or ions with the total composition C6H14NO from OMol25. Energies are from wB97M-V/def2-TZVPD.

```
22
Properties=species:S:1:pos:R:3
H 0.886 2.418 -2.621
H 1.385 -0.206 -0.936
H -0.269 -1.569 2.577
H 2.462 2.380 -0.756
H -1.993 -3.193 0.630
C -1.230 -0.540 1.043
C -1.041 -3.080 1.191
O -0.071 -0.451 0.303
N 2.105 0.407 -1.235
H -1.415 2.740 -2.029
C 0.584 2.199 -1.587
H -0.217 -3.083 0.499
C -1.182 -1.757 1.933
H 3.015 0.002 -0.945
H -1.500 0.289 1.723
C -0.725 2.231 -1.279
H -1.010 -4.023 1.797
H -1.124 1.617 -0.481
H -2.117 -0.694 0.343
H -2.076 -1.808 2.632
C 1.669 1.665 -0.718
H 1.349 1.578 0.290
```

Properties
HOMO: -2.9 eV
LUMO: 4.298 eV
Charge: -1
Gap between HOMO and LUMO: 0.2636 hartree
Relative energy (zero: lowest compared OMol25 entry of this formula, charge and spin): 141.7 kJ/mol
Calculated total energy: -9985.1553 eV

=====

[4]
Here is a single C19H20N4OS molecule from OMol25. Energies are from wB97M-V/def2-TZVPD.

```
45
Properties=species:S:1:pos:R:3
H 1.874 -0.908 -2.204
H 4.356 1.793 2.358
C -2.460 3.652 -0.185
C -1.994 2.423 -0.608
C -3.678 3.787 0.480
C 3.446 0.261 1.193
C 4.771 2.046 0.275
H 3.017 -0.200 2.069
H 2.001 -3.295 0.480
H -2.019 -2.280 -1.741
C -4.020 1.461 0.330
H -5.424 2.800 1.264
H 0.246 -0.032 -0.536
C 3.819 0.377 -1.166
H 5.014 2.000 -1.852
H -1.054 2.321 -1.126
N -2.581 -0.013 -0.648
H -2.375 -3.920 -1.118
S -3.904 -2.346 -0.286
C 0.685 -1.819 1.323
H 1.501 -2.571 -1.709
C -3.623 -0.636 -0.179
H -1.867 4.535 -0.374
N -4.533 0.188 0.421
H 0.720 -0.788 1.690
C 4.209 1.401 1.361
C 4.571 1.520 -0.991
H -0.542 -1.086 -1.706
C 2.070 -2.258 0.828
H -5.399 -0.097 0.846
C -2.786 1.312 -0.347
C -2.256 -2.868 -0.861
N -0.255 -1.887 0.219
H 0.329 -2.479 2.115
H 2.803 -2.223 1.633
N 2.521 -1.458 -0.290
C 3.227 -0.276 -0.079
O -1.452 -3.455 1.287
C -1.278 -2.762 0.301
H 5.361 2.940 0.411
H -4.000 4.770 0.792
C -4.481 2.695 0.749
C 1.561 -1.531 -1.369
H 3.710 -0.026 -2.162
C 0.173 -1.067 -0.890
```

Properties
HOMO: -7.7 eV
LUMO: 0.579 eV
SMILES: O=C(CSc1nc2ccccc2[nH]1)N1CCN(c2ccccc2)CC1
Charge: 0
Gap between HOMO and LUMO: 0.3030 hartree
Relative energy (zero: lowest compared OMol25 entry of this formula, charge and spin): 6.1 kJ/mol
Calculated total energy: -38871.6481 eV

=====

[5]
Here is a molecular structure, C26H32NO5PtS from OMol25. Energies are from wB97M-V/def2-TZVPD.

```
66
Properties=species:S:1:pos:R:3
H 1.918 0.910 -2.846
H -1.014 -2.356 -6.922
C 0.557 3.200 -3.862
H 1.015 1.448 4.653
C 2.962 4.050 3.524
C 0.503 0.952 1.955
H 2.487 3.328 5.519
H -0.867 0.743 -8.663
H -1.905 -0.889 -7.362
C 1.306 2.008 2.615
C 1.205 -2.182 1.100
C 1.646 -1.092 -0.920
O 2.284 1.754 -4.742
H 2.733 3.529 -3.706
H 0.928 0.880 -8.758
H 1.552 -2.202 -6.745
C 0.117 1.739 -3.660
C 1.437 0.997 -3.861
H -2.963 -1.420 1.637
H -1.836 2.160 -0.620
C -2.646 -0.776 0.838
H 2.376 -0.669 -7.010
C 2.765 3.887 2.146
O 0.707 3.410 -0.611
H -2.613 -2.171 -0.923
O -0.099 0.049 2.530
H -0.605 1.396 -4.388
H -0.357 -3.554 0.306
N 0.561 1.155 0.580
H 2.255 -0.709 -1.722
C 0.078 0.648 -8.125
H 0.572 3.667 -2.863
H 0.953 1.999 -6.673
H -0.949 -1.758 -8.585
C -2.467 -1.174 -0.518
H 2.161 3.690 -5.379
H -2.429 0.170 -2.391
C -2.406 0.599 0.950
H -0.125 3.719 -4.546
H 1.302 -2.521 2.122
C -2.273 0.028 -1.324
H 3.612 4.842 3.898
C 0.218 -0.591 -7.215
H 1.321 -0.016 -4.258
C 2.331 3.190 4.445
C 1.549 -1.297 -7.359
C 2.005 3.136 -4.433
H 1.705 -1.620 -8.401
C 1.933 2.858 1.710
H -0.302 1.553 -2.661
C 0.312 -2.723 0.145
S 1.528 2.416 0.034
O 0.128 0.142 -5.956
H 0.199 -2.400 -2.123
O 2.659 1.875 -0.684
C 2.020 -1.206 0.486
Pt -0.252 -0.081 -0.797
H -0.853 1.928 -6.602
C -0.981 -1.453 -7.527
C 0.534 -2.069 -1.140
H 2.906 -0.742 0.913
C 0.068 1.362 -6.790
H -2.596 1.212 1.818
H 3.232 4.543 1.415
C 1.511 2.158 3.989
C -2.011 1.127 -0.336
```

Properties
HOMO (alpha / beta): -11.0 / -11.4 eV
LUMO (alpha / beta): -2.663 / -6.768 eV
Charge: +1
⟨S²⟩: 6.03
Spin multiplicity: 5
Gap between HOMO and LUMO (alpha / beta): 0.3047 / 0.1711 hartree
Relative energy (zero: lowest compared OMol25 entry of this formula, charge and spin): 44.4 kJ/mol
Calculated total energy: -53275.7306 eV

=====

[6]
Here is 5 unconnected molecules or ions with the total composition C17H28F6N2O12S2 from OMol25. Energies are from wB97M-V/def2-TZVPD.

```
67
Properties=species:S:1:pos:R:3
F 2.385 14.983 -17.000
H -0.028 14.888 -20.317
C -2.139 12.397 -18.201
C -0.312 18.136 -16.442
F -2.086 12.678 -19.494
O -0.990 17.127 -17.078
H -1.166 18.991 -20.909
N -0.624 17.004 -21.149
N -0.506 14.488 -17.258
H 1.237 17.032 -15.441
H 3.172 18.134 -20.031
F -1.022 11.727 -17.941
S 0.140 13.903 -15.989
O 2.327 15.889 -23.086
H 4.391 14.657 -19.745
C -0.336 13.057 -22.213
C -0.723 18.190 -20.304
H -1.315 18.106 -19.395
O 0.190 14.855 -14.904
H -2.047 15.975 -19.982
O 0.569 15.117 -19.559
H 0.656 22.178 -14.761
H -2.621 14.403 -21.974
H 0.091 13.368 -23.172
C -0.976 19.367 -16.598
C 4.544 13.604 -21.802
H -0.856 21.464 -16.330
H 3.194 13.303 -20.209
F -3.197 11.658 -17.952
F 2.159 12.864 -17.386
H -2.631 16.863 -21.423
H 4.360 12.534 -21.781
H 1.155 19.119 -20.774
C 0.766 20.354 -15.318
H 0.346 12.329 -21.775
O 1.266 21.443 -14.657
C 0.802 17.995 -15.668
C 2.999 15.148 -22.430
H 3.182 16.773 -19.032
C -1.708 15.003 -21.911
O 3.768 14.159 -22.853
C 1.982 13.825 -16.478
O -0.185 12.573 -15.543
C -0.367 20.523 -16.110
C 1.407 19.136 -15.128
C 0.664 18.674 -19.901
H -1.475 15.235 -22.957
H 2.921 18.364 -18.225
H 0.073 14.848 -18.707
O 1.331 17.574 -19.305
O -0.600 14.214 -21.455
H 0.591 19.540 -19.236
C -1.851 16.197 -21.031
S -2.168 14.044 -17.228
H -0.321 17.170 -22.096
F 2.675 13.556 -15.377
H -0.747 16.193 -16.864
O 2.992 15.154 -21.082
O -2.766 13.799 -15.921
C 2.722 17.758 -19.108
H 5.590 13.902 -21.812
H 2.252 19.093 -14.458
C 3.828 14.135 -20.512
H 0.820 16.108 -19.543
H -1.818 19.379 -17.276
H -1.217 12.449 -22.440
O -2.862 15.057 -18.008
```

Properties
HOMO: -7.6 eV
LUMO: 0.152 eV
Charge: 0
Gap between HOMO and LUMO: 0.2861 hartree
Relative energy (zero: lowest compared OMol25 entry of this formula, charge and spin): 0.0 kJ/mol
Calculated total energy: -83604.8920 eV

=====

Number 1: strongest force on any atom 2.6 eV/Å. Number 2: strongest force on any atom 1.3 eV/Å. Number 3: strongest force on any atom 2.4 eV/Å. Number 4: strongest force on any atom 0.8 eV/Å. Number 5: strongest force on any atom 2.5 eV/Å. Number 6: strongest force on any atom 6.4 eV/Å.